Entry from the Open Molecules 2025 dataset: a structure of composition CH5N3 (the ωB97M-V functional and the def2-TZVPD basis).

Summary:
calculated total energy = -5583.832 eV
frontier orbital gap = 0.385 hartree
LUMO level = 0.89 eV
max |F| = 7.22 eV/A
energy above the lowest of the compared OMol25 structures with the same formula, charge and spin = 118.6 kcal per mole
2S+1 = 1

Each line ends with the Löwdin charge.
Cartesian coordinates (Å):
C: 0.629253 -0.206988 -0.295036  -0.481
H: -1.248766 -1.062453 0.801671  0.076
H: -2.469236 -0.365873 -0.613956  0.149
H: -0.343014 1.083051 0.936705  0.226
H: 0.496713 -1.238469 -0.823509  0.127
H: 2.270971 0.776606 0.460319  0.096
N: -1.667298 -0.212431 0.264387  -0.132
N: -0.479581 0.694373 -0.306752  -0.093
N: 1.792281 -0.189218 0.186505  0.032

Forces on atoms 1 to 3 (eV/Å):
C 0.4 -2.6 -1.2
H -1.2 1.5 -2.1
H 3.6 -0.1 3.4



Entry from the Open Molecules 2025 dataset: a cluster of 9 separate species, C30H70F8N9O18S8 in total (the ωB97M-V functional and the def2-TZVPD basis).

Summary:
calculated total energy = -190917.200 eV
frontier orbital gap = 0.229 hartree
total charge = +1
LUMO level = -4.17 eV
max |F| = 7.82 eV/A
2S+1 = 1

Each line ends with the Löwdin charge.
Cartesian coordinates (Å):
C: -4.657478 -1.642150 0.673983  0.046
C: -4.504590 -0.161511 0.870657  -0.383
O: -3.513422 0.361323 0.514310  0.172
N: -5.469455 0.577451 1.800215  0.112
H: -6.082149 -0.088078 2.273800  0.179
H: -4.926284 0.997389 2.559142  0.184
C: -6.213244 1.641094 1.010017  0.024
H: -5.658307 -1.991516 0.417680  0.099
H: -4.228273 -2.203487 1.506662  0.106
H: -4.011000 -1.893818 -0.167601  0.108
H: -5.542380 2.065714 0.271970  0.076
H: -6.595615 2.468954 1.602150  0.109
H: -7.057155 1.112868 0.574202  0.112
C: 3.561275 0.222492 -1.281812  0.011
C: 3.940788 -1.199231 -0.952926  -0.406
O: 4.915137 -1.574409 -0.417584  0.207
N: 2.857863 -2.162471 -1.387483  0.052
H: 2.000833 -1.588375 -1.329831  0.071
H: 3.101210 -2.400183 -2.377456  0.086
C: 2.627869 -3.304612 -0.417885  0.038
H: 4.425589 0.869887 -1.140367  0.101
H: 2.800813 0.560145 -0.577675  0.056
H: 3.191773 0.374101 -2.297010  0.080
H: 2.448861 -2.876223 0.559348  0.084
H: 3.501185 -3.940346 -0.541483  0.111
H: 1.828382 -3.846514 -0.921535  0.107
C: -3.629610 3.703181 0.619668  -0.105
C: -2.406540 4.610095 0.919994  -0.194
C: -1.439607 3.849244 1.843094  -0.124
N: -0.008999 4.354333 1.801144  -0.258
C: 0.042877 5.794870 2.183797  0.027
C: 0.678821 3.919523 0.519054  -0.087
C: 2.158981 3.714051 0.816109  -0.104
C: 2.224165 3.534807 2.350306  -0.113
C: 0.793159 3.533512 2.826287  -0.083
H: -4.304139 4.235661 -0.053752  0.085
H: -4.229947 3.474964 1.501732  0.063
H: -3.265049 2.806269 0.119780  0.067
H: -2.787872 5.549381 1.316629  0.112
H: -1.956615 4.786996 -0.056709  0.111
H: -1.439587 2.795456 1.565780  0.101
H: -1.703160 3.906424 2.899476  0.139
H: 1.084661 6.044098 2.373464  0.114
H: -0.524495 5.948204 3.100177  0.112
H: -0.383925 6.466193 1.441881  0.106
H: 0.358367 4.660627 -0.213450  0.131
H: 0.275099 2.940379 0.258812  0.099
H: 2.816020 4.539334 0.538757  0.117
H: 2.492186 2.889900 0.187562  0.109
H: 2.814901 4.336680 2.787451  0.123
H: 2.698561 2.589600 2.562444  0.089
H: 0.645990 4.011283 3.793992  0.138
H: 0.342112 2.542151 2.823877  0.120
C: 2.559980 -4.476502 5.681851  -0.064
C: 1.385418 -3.477921 5.634258  -0.213
C: 0.118423 -4.270803 5.401393  -0.111
N: -1.146392 -3.409703 5.202860  -0.227
C: -1.178330 -2.854960 3.784007  0.017
C: -1.220753 -2.224864 6.159282  -0.092
C: -2.648173 -2.216639 6.693105  -0.152
C: -3.126676 -3.674392 6.652329  -0.144
C: -2.359476 -4.301417 5.463275  -0.063
H: 3.512748 -3.950665 5.762043  0.084
H: 2.626010 -5.002443 4.727839  0.080
H: 2.537022 -5.164154 6.526630  0.082
H: 1.588480 -2.735955 4.860493  0.099
H: 1.395417 -2.995204 6.612717  0.105
H: -0.084938 -4.855706 6.301266  0.142
H: 0.133304 -4.970287 4.572761  0.095
H: -2.142387 -2.391432 3.577847  0.092
H: -1.197892 -3.724250 3.124756  0.077
H: -0.282574 -2.255806 3.664468  0.098
H: -0.894974 -1.320096 5.657213  0.134
H: -0.556165 -2.482204 6.980861  0.124
H: -3.306638 -1.728551 5.966075  0.102
H: -2.703496 -1.666071 7.628494  0.120
H: -4.169571 -3.698438 6.337686  0.108
H: -3.083225 -4.152477 7.629590  0.117
H: -3.012341 -4.002778 4.648138  0.119
H: -2.180648 -5.346044 5.686894  0.134
C: -2.119429 3.365634 -10.336864  -0.100
C: -0.909235 3.226349 -9.469728  -0.229
C: -1.078439 4.066689 -8.198465  -0.127
N: -0.147746 3.782829 -7.013441  -0.276
C: 1.245503 4.159360 -7.479360  0.042
C: -0.503406 4.534653 -5.756920  -0.108
C: -0.244676 3.664494 -4.516221  -0.120
C: 0.319596 2.377579 -5.163450  -0.127
C: -0.253963 2.328937 -6.550840  -0.064
H: -2.467046 4.353689 -10.647802  0.087
H: -2.987360 2.886139 -9.877145  0.086
H: -2.015931 2.866847 -11.302811  0.088
H: 0.040688 3.484798 -9.939154  0.115
H: -0.812700 2.186973 -9.145966  0.113
H: -2.085242 3.897999 -7.813463  0.129
H: -0.945654 5.128184 -8.403657  0.138
H: 1.480785 3.465502 -8.282505  0.106
H: 1.960868 4.060653 -6.669050  0.111
H: 1.182250 5.177631 -7.852163  0.112
H: 0.020812 5.488714 -5.777342  0.133
H: -1.565540 4.778507 -5.820797  0.129
H: 0.426775 4.205820 -3.854144  0.116
H: -1.162203 3.469797 -3.965236  0.112
H: 1.401792 2.511981 -5.233747  0.121
H: 0.188615 1.545708 -4.479528  0.099
H: 0.214250 1.713148 -7.312727  0.140
H: -1.343389 2.252201 -6.579472  0.146
N: 0.496578 -0.762837 -0.857075  -0.233
S: -0.339323 -0.643215 0.626861  0.588
O: -1.236715 -1.707774 0.997458  -0.260
O: -0.498176 0.707681 1.151862  -0.295
F: 0.919942 -1.125292 1.487013  -0.191
S: -0.583622 0.031578 -1.614768  0.454
O: -0.458293 1.500537 -1.622028  -0.322
O: -1.870464 -0.589026 -1.737091  -0.262
F: -0.040129 -0.229355 -3.110308  -0.202
N: 4.002094 0.304160 4.418719  -0.268
S: 5.582658 -0.014516 3.992899  0.514
O: 6.132715 0.914019 3.045085  -0.279
O: 5.994387 -1.375312 3.999883  -0.250
F: 6.224791 0.515965 5.361458  -0.201
S: 3.365391 -0.259927 3.129673  0.421
O: 3.305987 -1.696269 3.073432  -0.280
O: 3.537312 0.478654 1.898618  -0.306
F: 1.822376 0.140479 3.467141  -0.246
N: 3.522559 -3.024907 -3.912404  -0.300
S: 3.793471 -4.382528 -4.629937  0.443
O: 4.702779 -4.309424 -5.732121  -0.258
O: 2.679761 -5.297622 -4.691031  -0.267
F: 4.729329 -5.026247 -3.519603  -0.179
S: 2.764794 -2.314755 -5.202758  0.544
O: 1.486316 -2.812077 -5.625815  -0.258
O: 3.610142 -1.715612 -6.180040  -0.263
F: 2.346308 -1.010339 -4.304188  -0.254
N: -0.632824 -6.055105 2.544679  -0.288
S: 0.453784 -5.871527 1.474427  0.424
O: 0.368618 -6.636020 0.259853  -0.264
O: 1.786971 -5.471072 1.847741  -0.287
F: -0.219810 -4.444796 1.007138  -0.256
S: -0.072307 -7.571305 3.123108  0.551
O: 1.309315 -7.717244 3.470068  -0.260
O: -0.788790 -8.724002 2.634369  -0.263
F: -0.688653 -7.351679 4.580769  -0.222

Forces on atoms 1 to 3 (eV/Å):
C -0.6 -0.2 -0.7
C 1.9 -2.4 0.1
O -0.6 1.7 0.2



Entry from the Open Molecules 2025 dataset: an isolated molecule of C4H7NO2 (the ωB97M-V functional and the def2-TZVPD basis).

Summary:
calculated total energy = -9845.487 eV
frontier orbital gap = 0.390 hartree
LUMO level = 0.84 eV
max |F| = 0.55 eV/A
energy above the lowest of the compared OMol25 structures with the same formula, charge and spin = 41.3 kcal per mole
2S+1 = 1
SMILES = C/N=C1\COCO1

Each line ends with the Löwdin charge.
Cartesian coordinates (Å):
C: -0.841120 0.897383 1.940426  -0.134
N: -0.694779 1.319300 0.550521  0.060
C: -0.196574 0.477661 -0.240549  -0.372
C: 0.341451 -0.918215 0.000804  -0.110
O: 0.466322 -1.456612 -1.297616  -0.071
C: 0.665908 -0.359286 -2.140986  -0.192
O: -0.031640 0.733479 -1.566959  0.035
H: -1.591782 0.102337 2.065992  0.081
H: 0.096047 0.531991 2.388785  0.079
H: -1.174030 1.756705 2.526507  0.068
H: -0.328579 -1.550398 0.591674  0.136
H: 1.312491 -0.851891 0.517419  0.140
H: 0.240526 -0.571438 -3.124248  0.141
H: 1.735759 -0.111017 -2.211769  0.138

Forces on atoms 1 to 3 (eV/Å):
C 0.0 0.0 0.2
N 0.2 -0.4 -0.3
C -0.1 0.1 0.4



Entry from the Open Molecules 2025 dataset: a cluster of 4 separate species, C3H15NO3 in total (the ωB97M-V functional and the def2-TZVPD basis).

Summary:
calculated total energy = -10985.855 eV
frontier orbital gap = 0.329 hartree
LUMO level = 0.41 eV
max |F| = 2.66 eV/A
energy above the lowest of the compared OMol25 structures with the same formula, charge and spin = 40.5 kcal per mole
2S+1 = 1
SMILES = CN(C)C.O.O.O

Each line ends with the Löwdin charge.
Cartesian coordinates (Å):
C: 1.135106 -0.897756 -0.361047  -0.107
N: 1.561721 -1.448843 0.937411  -0.331
C: 0.598159 -1.058650 1.971071  -0.116
C: 1.729149 -2.890084 0.862892  -0.130
H: 0.169631 -1.323328 -0.654706  0.077
H: 1.950138 -1.042932 -1.063088  0.082
H: 0.896946 0.146486 -0.151609  0.066
H: 1.000839 -0.238926 2.576926  0.078
H: -0.369850 -0.787780 1.545564  0.078
H: 0.471480 -1.847828 2.717022  0.075
H: 1.914990 -3.347577 1.835265  0.075
H: 2.497413 -3.103311 0.133134  0.077
H: 0.745792 -3.367286 0.656507  0.087
H: -2.636679 0.937810 -2.689917  0.023
H: -2.010524 -0.570000 -2.507749  0.025
O: -2.778488 0.013986 -2.426314  -0.080
H: 0.470409 2.878801 0.142705  0.040
H: 0.365494 4.295679 -0.433867  0.079
O: -0.152407 3.590535 0.012124  -0.047
H: -1.720525 3.539860 -0.945559  -0.016
H: -3.309992 3.362798 -0.852130  0.006
O: -2.528804 3.158344 -1.304633  -0.043

Forces on atoms 1 to 3 (eV/Å):
C 0.1 0.0 1.6
N -0.2 0.1 0.1
C 0.7 -0.1 0.5



Entry from the Open Molecules 2025 dataset: a cluster of 2 separate species, CH2N2O3 in total (the ωB97M-V functional and the def2-TZVPD basis).

Summary:
calculated total energy = -10181.743 eV
frontier orbital gap (alpha / beta) = 0.269 / 0.329 hartree
LUMO level (alpha / beta) = -1.88 / -1.37 eV
max |F| = 6.36 eV/A
energy above the lowest of the compared OMol25 structures with the same formula, charge and spin = 192.6 kcal per mole
2S+1 = 1

Each line ends with the Löwdin charge.
Cartesian coordinates (Å):
C: 0.025436 0.015079 -0.365628  0.300
N: 1.926119 -0.663924 0.245814  -0.120
N: 2.817763 0.442512 -0.041984  -0.458
O: 2.392672 -1.760059 0.080881  0.038
O: 2.256113 1.459564 -0.122215  0.096
O: 3.939140 0.103761 -0.162009  0.133
H: -0.433424 -1.034079 -0.467511  0.051
H: -0.203508 0.755727 0.295374  -0.039

Forces on atoms 1 to 3 (eV/Å):
C 3.2 -5.4 -0.8
N -4.2 -0.3 -0.6
N 0.3 -2.1 -0.2



Entry from the Open Molecules 2025 dataset: a structure of composition C18H22N10O2STc (the ωB97M-V functional and the def2-TZVPD basis).

Summary:
calculated total energy = -51010.425 eV
frontier orbital gap (alpha / beta) = 0.206 / 0.188 hartree
total charge = +4
LUMO level (alpha / beta) = -13.97 / -14.47 eV
⟨S²⟩ = 3.789
max |F| = 0.76 eV/A
energy above the lowest of the compared OMol25 structures with the same formula, charge and spin = 67.4 kcal per mole
2S+1 = 4

Each line ends with the Löwdin charge.
Cartesian coordinates (Å):
Tc: -0.703143 -1.407969 1.553148  1.173
N: -1.492269 -2.804877 4.953026  0.258
C: -0.330746 -2.209379 4.814241  -0.356
N: 0.673937 -2.557163 5.601873  0.231
C: 1.845051 -1.940966 5.553082  -0.296
N: 2.859802 -2.326696 6.277217  0.296
N: 1.941552 -0.844734 4.698019  0.203
C: 0.908242 -0.567806 3.904377  -0.230
N: -0.213800 -1.224097 3.796656  0.094
C: 1.422768 0.205321 1.579530  -0.414
C: 2.377903 1.009971 0.751180  0.103
C: 1.950070 2.188080 0.196983  0.021
C: 0.607620 2.559952 0.260968  0.061
C: -0.338101 1.608409 0.730846  -0.025
N: 0.017772 0.486340 1.300301  -0.077
H: -1.598423 -3.498043 5.686685  0.166
H: -2.330624 -2.464288 4.506429  0.142
H: 2.739438 -3.119259 6.900891  0.172
H: 3.745524 -1.839993 6.300373  0.154
H: 3.415327 0.707213 0.699836  0.143
H: 2.657262 2.830245 -0.314333  0.153
H: 0.262362 3.504590 -0.136096  0.145
H: -1.402337 1.773132 0.594167  0.149
O: 3.589767 2.801144 7.475429  -0.001
C: 4.292465 2.673039 6.278884  -0.190
N: 3.677378 1.467801 5.687276  0.142
C: 3.644300 1.226255 4.387414  -0.466
O: 4.140287 1.865118 3.479756  0.139
C: 2.909259 0.002978 3.834533  -0.140
C: 3.913739 -0.824259 3.052138  0.071
C: 3.681436 -1.697907 2.066604  0.013
C: 2.367118 -2.064465 1.559964  -0.016
N: 1.367895 -1.269373 1.385507  -0.032
C: 1.607750 0.459478 3.085687  -0.017
H: 3.997024 3.460988 8.051487  0.130
H: 5.360434 2.498245 6.421147  0.151
H: 4.145349 3.507349 5.589961  0.144
H: 3.131427 0.936741 6.351656  0.150
H: 4.943075 -0.690634 3.369019  0.156
H: 4.512996 -2.276159 1.676064  0.149
H: 2.196318 -3.115381 1.331030  0.154
H: 1.336592 1.487519 3.335310  0.199
S: -2.075468 -2.289475 0.069566  0.699
C: -2.241267 -2.114557 -1.683587  -0.676
N: -1.593330 -2.854081 -2.556283  0.078
C: -2.087178 -2.627532 -3.935063  -0.046
C: -3.182043 -1.556287 -3.722196  -0.045
N: -3.133071 -1.339464 -2.257143  0.080
H: -0.916715 -3.563015 -2.313760  0.168
H: -2.477710 -3.561257 -4.335739  0.145
H: -1.272564 -2.285076 -4.569262  0.140
H: -4.175682 -1.899004 -4.004816  0.146
H: -2.970655 -0.623136 -4.239572  0.140
H: -3.788604 -0.756150 -1.756269  0.170

Forces on atoms 1 to 3 (eV/Å):
Tc 0.3 0.3 0.4
N 0.0 0.0 0.0
C 0.0 0.1 -0.1